Record 1
# C25H51ClO10S5Si

6 unconnected molecules or ions with the total composition C25H51ClO10S5Si in a non-equilibrium geometry (wB97M-V/def2-TZVPD, the OMol25 dataset).

Output
SMILES = C=C[SiH2][C@@H](Cl)CC.O=S1(=O)CCCC1.O=S1(=O)CCCC1.O=S1(=O)CCCC1.O=S1(=O)CCCC1.O=S1(=O)CCCC1
LUMO = -0.01 eV
Electronic energy = -4476.0278 Eh
Spin multiplicity = 1
HOMO-LUMO gap = 0.2893 hartree

Structure (XYZ):
```
93
Properties=species:S:1:pos:R:3:forces:R:3
C -5.6704 1.8530 2.3284 0.2 0.1 -0.6
C -4.9946 1.0956 1.4035 -0.7 -0.8 0.7
Si -3.4990 0.0236 1.7492 -1.2 -1.1 -0.2
C -2.6352 0.4742 3.3757 0.2 -0.3 0.0
Cl -3.8178 0.6108 4.7442 0.1 0.1 -0.3
C -1.5580 -0.5175 3.8096 0.5 0.2 0.2
C -0.4003 -0.6518 2.7992 0.1 -0.3 0.1
H -5.6130 2.9420 2.2661 -1.6 0.0 -1.0
H -6.3120 1.4448 3.1044 1.5 0.0 1.2
H -5.3504 1.1568 0.3712 1.5 1.6 -0.4
H -2.5780 0.2528 0.6157 0.0 0.2 0.1
H -3.7965 -1.4326 1.7264 0.2 -0.1 0.2
H -2.1482 1.4420 3.2346 -0.2 0.1 0.2
H -1.1326 -0.1318 4.7409 -0.1 0.0 0.1
H -1.9717 -1.4875 4.0828 -0.2 0.0 -0.3
H -0.5494 -0.1199 1.8575 -0.1 -0.1 0.2
H -0.1948 -1.7006 2.5830 -0.1 0.0 -0.1
H 0.5203 -0.2737 3.2486 0.0 0.1 -0.1
O -3.2097 4.7097 10.2107 0.1 0.1 0.1
S -2.0754 3.8624 9.9418 0.1 -0.2 0.0
O -0.7750 4.1464 10.4947 -0.1 0.2 0.1
C -2.5237 2.1724 10.3194 -0.2 -0.3 -0.1
C -3.1160 1.6389 9.0185 0.0 0.1 -0.1
C -2.1976 2.1477 7.9010 0.0 0.0 0.0
C -1.9353 3.6355 8.1655 0.0 -0.2 -0.4
H -3.2216 2.1592 11.1533 0.1 0.1 0.0
H -1.6104 1.6409 10.5855 0.0 0.1 0.0
H -3.1806 0.5518 9.0257 0.0 0.0 0.0
H -4.1240 2.0356 8.8774 0.0 0.0 0.0
H -1.2543 1.5969 7.9266 0.0 0.0 0.0
H -2.6379 1.9954 6.9174 0.0 0.0 0.0
H -0.9406 3.9393 7.8489 0.0 0.1 0.1
H -2.6842 4.2668 7.6906 0.0 0.0 0.1
O 2.2320 1.6425 -0.2601 -0.1 -0.1 -0.1
S 1.1706 2.2074 0.5314 0.0 0.3 0.4
O -0.1396 1.6029 0.5943 0.2 0.0 -0.4
C 1.7797 2.4583 2.1946 0.2 0.2 0.3
C 2.3872 3.8568 2.1672 0.0 0.0 -0.1
C 1.3996 4.7265 1.3796 0.0 0.0 0.1
C 1.0096 3.9477 0.1172 -0.1 0.4 0.0
H 2.4966 1.6782 2.4409 -0.1 -0.1 -0.1
H 0.9253 2.4115 2.8700 0.0 0.0 0.0
H 2.5511 4.2396 3.1734 0.0 0.0 0.0
H 3.3510 3.8342 1.6539 0.0 0.0 0.0
H 0.5116 4.9113 1.9878 0.0 0.0 0.0
H 1.8281 5.6947 1.1252 0.0 0.0 0.0
H -0.0161 4.1456 -0.1844 0.0 -0.1 -0.1
H 1.6867 4.1555 -0.7092 0.0 -0.1 0.0
O -0.3755 -3.7027 -1.6237 -0.2 -0.1 -0.1
S -0.6961 -2.5620 -2.4493 0.2 0.3 -0.1
O -2.0306 -2.3630 -2.9719 0.0 -0.2 0.1
C -0.1647 -1.0777 -1.6061 0.3 0.2 0.1
C 1.2786 -0.8824 -2.0640 -0.1 -0.2 -0.1
C 1.2797 -1.1751 -3.5692 -0.1 0.1 0.3
C 0.4897 -2.4669 -3.7907 0.2 0.1 -0.3
H -0.2676 -1.2101 -0.5312 -0.1 -0.1 0.0
H -0.8024 -0.2602 -1.9438 -0.1 0.0 0.0
H 1.6319 0.1199 -1.8448 0.0 0.0 0.0
H 1.9318 -1.5879 -1.5527 0.0 0.0 0.0
H 0.7939 -0.3545 -4.0957 0.0 0.0 0.0
H 2.2869 -1.2621 -3.9625 0.0 0.0 0.0
H -0.0454 -2.4640 -4.7385 -0.1 -0.2 0.1
H 1.1327 -3.3409 -3.7336 -0.1 0.0 0.1
O 0.1681 -1.9569 -7.7105 0.2 0.0 0.1
S 0.1706 -0.6171 -7.1778 -0.1 0.3 0.0
O 1.2843 -0.1016 -6.4195 0.1 -0.3 -0.2
C -0.2089 0.5230 -8.5024 -0.2 0.2 -0.2
C -1.7314 0.6163 -8.4932 0.0 -0.1 0.1
C -2.1370 0.7096 -7.0163 0.0 0.0 -0.1
C -1.3516 -0.3653 -6.2548 -0.3 0.2 0.1
H 0.1980 0.1443 -9.4372 0.1 -0.1 0.1
H 0.2479 1.4808 -8.2542 0.0 0.0 0.0
H -2.0811 1.4752 -9.0645 0.0 0.0 0.0
H -2.1625 -0.2831 -8.9384 0.0 0.0 0.0
H -1.8785 1.6980 -6.6302 0.0 0.0 0.0
H -3.2095 0.5771 -6.8828 0.0 0.0 0.0
H -1.1072 -0.0524 -5.2429 0.1 -0.1 0.0
H -1.8869 -1.3128 -6.2289 0.1 0.0 0.0
O 5.4490 -3.4984 -1.4968 -0.1 0.1 0.0
S 4.5137 -3.8232 -2.5435 0.0 -0.2 -0.2
O 3.3190 -3.0424 -2.7557 0.3 0.0 0.2
C 5.4074 -3.9632 -4.0860 0.2 -0.2 -0.3
C 5.8345 -5.4265 -4.1414 0.0 -0.1 0.1
C 4.6169 -6.2351 -3.6744 0.0 0.0 -0.1
C 4.0745 -5.5585 -2.4091 -0.1 -0.4 -0.1
H 6.2413 -3.2653 -4.0879 -0.1 0.1 0.1
H 4.7146 -3.7224 -4.8925 0.0 0.0 0.0
H 6.1498 -5.7116 -5.1441 0.0 0.0 0.0
H 6.6736 -5.5958 -3.4629 0.0 0.0 0.0
H 3.8527 -6.2245 -4.4543 0.0 0.0 0.0
H 4.8728 -7.2760 -3.4823 0.0 0.0 0.0
H 2.9931 -5.6441 -2.3287 0.0 0.1 0.1
H 4.5443 -5.9501 -1.5090 0.0 0.1 0.0
```
Positions in Å, forces in eV/Å.

Here are the Mulliken charges for atoms 1 to 2, given in e: C -0.53; C -0.44



Record 2
# C30H41N5

2 unconnected molecules or ions with the total composition C30H41N5 in a non-equilibrium geometry (wB97M-V/def2-TZVPD, the OMol25 dataset).

Output
Net charge = +2
LUMO = -6.59 eV
Electronic energy = -1440.9899 Eh
Spin multiplicity = 1
HOMO-LUMO gap = 0.2134 hartree

Structure (XYZ):
```
76
Properties=species:S:1:pos:R:3:forces:R:3
C 0.2887 5.9200 0.5673 0.0 -0.1 -0.2
N -1.0618 5.4497 0.7992 -0.1 0.0 -0.3
C -1.9633 6.4547 1.3286 0.0 -0.2 0.2
C -1.3835 4.0897 0.7378 0.0 -0.5 0.1
C -1.4611 3.3000 1.9116 -0.1 0.2 -0.4
C -1.7408 1.9449 1.8347 -0.4 -0.1 0.0
C -2.0020 1.3041 0.5990 0.7 0.9 0.1
C -2.4572 -0.0653 0.5302 -1.6 0.7 0.4
C -3.4106 -0.5663 1.4148 0.4 -0.2 -0.5
C -4.0472 -1.8829 1.3531 -0.4 -0.1 0.4
C -3.9648 -2.9443 0.4649 -0.2 -0.5 0.2
C -4.7134 -4.1071 0.7325 0.2 0.4 -0.1
C -5.5675 -4.1852 1.8459 0.2 0.5 0.2
C -5.7167 -3.0856 2.7098 0.2 -0.3 -0.3
C -4.9503 -1.9622 2.4355 0.2 -0.3 -0.5
N -4.9345 -0.7282 3.0991 1.5 1.5 -0.9
C -5.7724 -0.3594 4.2249 -0.3 0.4 0.5
C -4.0396 0.1033 2.5040 -1.1 -1.1 0.6
C -1.9060 2.1040 -0.5745 0.1 -0.7 0.1
C -1.6151 3.4551 -0.5100 0.2 0.2 0.5
H 0.9262 5.0896 0.2424 -0.1 0.2 0.1
H 0.2832 6.7028 -0.2032 0.2 -0.1 0.1
H 0.7034 6.3576 1.4887 0.0 -0.1 -0.2
H -2.9567 6.0215 1.4917 0.2 0.2 0.0
H -1.5819 6.8684 2.2741 -0.2 0.0 -0.1
H -2.0448 7.2880 0.6150 -0.1 -0.2 0.1
H -1.2866 3.7845 2.8745 0.0 -0.2 -0.3
H -1.7923 1.3589 2.7539 0.3 0.1 -0.3
H -2.2932 -0.6131 -0.3967 -0.1 0.2 0.2
H -3.3510 -2.8470 -0.4307 -0.1 -0.3 0.2
H -4.6334 -4.9628 0.0591 -0.1 0.3 0.2
H -6.1158 -5.1073 2.0416 0.1 0.3 -0.1
H -6.3783 -3.1047 3.5735 0.1 -0.2 -0.3
H -6.3658 -1.2251 4.5295 0.2 0.3 0.0
H -5.1459 -0.0287 5.0641 -0.2 -0.2 -0.2
H -6.4484 0.4692 3.9644 0.2 -0.4 -0.1
H -3.9393 1.1375 2.8182 -0.1 -0.3 0.0
H -2.1372 1.6426 -1.5386 0.1 0.2 0.2
H -1.5976 4.0714 -1.4106 0.0 -0.2 0.3
C 7.1694 -0.2630 -5.8678 0.0 0.1 0.1
C 6.7665 0.0868 -4.4368 0.1 0.2 0.0
C 6.0397 -1.0495 -3.7325 0.0 -0.3 0.1
C 5.6111 -0.7132 -2.2881 0.4 -0.2 -0.1
N 4.1585 -0.5801 -2.1110 -0.6 0.1 -0.1
C 3.4187 0.5772 -2.3432 0.5 -0.5 0.2
C 2.1252 0.2769 -2.1166 -0.1 -0.7 0.2
N 2.0733 -1.0696 -1.7679 0.0 0.2 0.0
C 0.8747 -1.7718 -1.2851 -0.1 -0.4 0.1
C 0.7308 -1.6077 0.2343 0.3 1.0 -0.1
C 1.8048 -2.3389 1.0500 0.0 -0.1 -0.2
C 1.0524 -2.9377 2.2487 0.0 0.3 0.2
C -0.4238 -2.9880 1.8224 -0.1 -0.8 0.1
N -0.5529 -2.0233 0.7345 -0.5 -0.3 0.0
C 3.3175 -1.5630 -1.7719 0.0 0.7 -0.2
H 7.7255 0.5674 -6.3095 -0.1 -0.1 0.0
H 7.8072 -1.1531 -5.8963 -0.1 0.1 0.0
H 6.2877 -0.4501 -6.4896 0.1 0.0 0.1
H 7.6618 0.3474 -3.8551 -0.2 0.0 -0.1
H 6.1253 0.9791 -4.4420 0.1 -0.1 0.0
H 5.1693 -1.3647 -4.3253 0.1 0.0 0.2
H 6.7134 -1.9158 -3.6656 -0.2 0.2 -0.2
H 5.9447 -1.5240 -1.6295 -0.2 0.4 0.1
H 6.0622 0.2325 -1.9607 -0.1 -0.3 0.0
H 3.8829 1.5039 -2.6231 0.1 0.0 -0.1
H 1.2405 0.8857 -2.1729 0.0 0.0 0.0
H 0.0030 -1.3375 -1.7984 0.4 -0.2 0.0
H 0.9724 -2.8438 -1.5401 -0.1 0.5 0.0
H 0.8091 -0.5276 0.4485 0.2 0.0 -0.2
H 2.2604 -3.1369 0.4454 -0.1 0.1 0.1
H 2.5926 -1.6385 1.3461 -0.1 -0.3 0.0
H 1.4474 -3.9225 2.5105 -0.2 0.2 0.1
H 1.1519 -2.2811 3.1176 0.1 -0.1 -0.1
H -0.6936 -4.0110 1.4981 0.0 0.4 0.1
H -1.1022 -2.7283 2.6452 0.2 0.0 -0.1
H -1.2523 -2.2757 0.0494 0.4 -0.2 0.0
H 3.5994 -2.5826 -1.5408 -0.1 0.2 0.0
```
Positions in Å, forces in eV/Å.

Here are the Mulliken charges for atoms 1 to 2, given in e: C -1.00; N 0.25



Record 3
# C36H54O27

9 unconnected molecules or ions with the total composition C36H54O27 in a non-equilibrium geometry (wB97M-V/def2-TZVPD, the OMol25 dataset).

Output
Net charge = -1
LUMO (alpha / beta) = 1.73 / 1.68 eV
Electronic energy = -3435.5573 Eh
Spin multiplicity = 2
Energy relative to the best compared isomer or geometry (same formula, charge and spin) = 0.0 kcal per mole
HOMO-LUMO gap (alpha / beta) = 0.0752 / 0.3755 hartree

Structure (XYZ):
```
117
Properties=species:S:1:pos:R:3:forces:R:3
C -2.3237 6.2304 -0.4985 -1.0 -1.2 0.1
C -1.2218 5.6943 0.4288 0.6 -0.3 0.8
C -0.8297 4.1886 0.3766 -2.5 0.6 -1.7
O 0.5123 4.1522 0.0048 -0.2 -1.8 0.0
C 0.9820 5.3603 -0.0990 2.1 2.0 1.2
O 2.1480 5.6061 -0.2453 -0.6 0.0 -0.6
O 0.0449 6.2922 0.1883 0.3 0.5 -0.7
H -3.2941 5.9219 -0.1095 -0.2 0.5 1.1
H -2.5284 5.6762 -1.4146 1.4 -0.1 -0.7
H -2.3743 7.2943 -0.7298 0.5 -0.1 0.4
H -1.4289 5.8040 1.4933 -0.5 1.1 -0.1
H -1.4369 3.8666 -0.4694 0.2 -1.2 0.3
H -1.0535 3.6709 1.3093 0.3 -0.2 -0.2
C 0.3045 -4.5229 -0.2926 -0.1 0.2 0.0
C -0.4286 -5.3422 0.7472 1.2 0.8 0.0
C 0.4335 -6.2235 1.6521 0.9 1.5 0.9
O 0.0586 -5.7293 2.9687 -0.3 -0.7 0.1
C -0.7949 -4.6641 2.9300 -0.5 0.1 1.3
O -1.2373 -4.1434 3.9484 1.1 -1.0 -3.2
O -1.0349 -4.3361 1.6097 -0.3 -1.2 1.5
H 1.0928 -5.1453 -0.7160 -0.5 0.2 -1.0
H 0.7837 -3.5884 -0.0005 0.5 -0.4 1.3
H -0.4630 -4.0168 -0.8782 0.1 -0.9 -1.2
H -1.1152 -6.0537 0.2885 -0.8 0.7 -0.1
H 1.5121 -6.0809 1.5849 0.1 0.7 -0.2
H 0.4070 -7.2990 1.4766 -1.2 -0.1 0.6
C -3.9574 -2.6062 1.0572 1.6 -0.2 1.6
C -4.7418 -2.8508 -0.1475 1.5 1.7 0.3
C -4.5542 -4.1817 -0.7600 -0.1 1.6 -2.1
O -5.9659 -4.3885 -1.1472 3.2 -4.6 -2.3
C -6.7008 -3.8364 -0.2905 -6.2 1.4 2.2
O -7.9077 -4.0455 -0.0708 3.0 0.1 -0.6
O -6.0392 -2.8601 0.2697 -2.5 1.5 1.8
H -2.9577 -3.0058 0.8870 0.3 0.4 0.3
H -4.3738 -3.1270 1.9194 0.0 -0.4 -0.1
H -3.9230 -1.5723 1.4005 0.2 0.3 -0.4
H -4.5507 -2.0341 -0.8436 -0.3 0.1 -0.4
H -3.9293 -4.7678 -0.0861 -1.2 -1.3 0.0
H -4.0538 -4.0317 -1.7166 0.3 -0.5 0.0
C -1.1326 1.1870 -5.3362 -0.8 1.0 0.0
C -0.6428 -0.1901 -5.0347 -2.2 -0.1 -2.2
C 0.2461 -0.8517 -6.1284 -1.8 0.9 0.6
O 1.1419 -1.5145 -5.3203 2.2 -2.2 -2.4
C 1.1310 -1.1711 -4.0923 -1.1 -1.0 3.4
O 1.8228 -1.7026 -3.2469 -0.7 1.6 -0.6
O 0.0310 -0.3616 -3.8823 4.0 0.3 3.2
H -0.3978 1.8738 -5.7562 0.2 -0.1 0.1
H -1.6470 1.6689 -4.5048 0.6 -0.1 0.6
H -1.9935 1.1562 -6.0042 0.3 -0.4 -0.6
H -1.4968 -0.8303 -4.8136 -0.6 0.0 -1.0
H 0.8346 -0.1986 -6.7729 -0.6 0.1 -0.3
H -0.4523 -1.5463 -6.5952 0.7 -0.1 -0.8
C -6.8238 2.7105 -0.3141 1.8 -0.5 0.9
C -5.3002 3.0566 -0.4364 -2.6 0.5 -1.8
C -4.4083 2.5333 0.6245 -1.3 -0.6 0.3
O -3.2572 2.2819 -0.0806 3.9 0.2 -2.2
C -3.4841 2.2102 -1.4581 1.1 -1.0 -0.7
O -2.7253 1.8986 -2.3714 -1.0 0.8 2.9
O -4.7508 2.4776 -1.6450 -1.2 -0.2 -0.4
H -7.2968 2.5624 -1.2849 0.0 0.3 0.2
H -7.3174 3.4088 0.3619 -0.1 0.4 -0.5
H -6.8175 1.7879 0.2662 -0.4 -0.4 -0.4
H -5.1803 4.1082 -0.6968 0.0 0.4 0.9
H -4.6461 1.5203 0.9489 -1.0 0.2 0.7
H -4.3492 3.2465 1.4467 0.7 -0.2 0.1
C 5.5210 2.0862 -1.6367 0.2 -0.2 0.7
C 4.3757 1.2841 -2.2668 2.0 0.2 2.2
C 3.0413 1.9282 -2.1503 -0.6 -0.3 -0.4
O 3.1607 2.8108 -3.2429 -2.1 2.8 -1.0
C 3.9286 2.3333 -4.1782 1.5 0.6 -3.1
O 4.1469 2.7418 -5.3242 -1.1 -0.7 2.9
O 4.5569 1.2972 -3.6508 1.2 -1.8 -1.4
H 6.4934 1.6440 -1.8537 -0.1 0.0 -0.4
H 5.4618 2.0477 -0.5490 -0.3 0.0 0.1
H 5.5364 3.1449 -1.8957 -0.2 -0.1 -0.3
H 4.4422 0.2572 -1.9074 -0.3 0.0 -0.2
H 2.7118 2.5848 -1.3451 0.4 -0.7 0.5
H 2.3473 1.1372 -2.4342 -0.7 0.2 0.4
C -0.3947 0.0236 -0.7701 -0.3 0.7 -0.5
C -0.1101 0.2939 0.7013 -0.7 -3.3 -1.7
C -0.2960 -1.0790 1.4811 0.1 2.4 -1.8
O 0.8655 -0.9866 2.2656 -0.5 -3.4 3.4
C 1.7624 -0.1397 1.9154 3.3 2.0 1.6
O 2.8321 0.0989 2.5533 -3.6 -1.0 -2.7
O 1.3105 0.4770 0.8298 0.4 2.2 -0.1
H -1.4745 -0.0355 -0.9071 -0.1 -0.3 0.0
H 0.0776 -0.8706 -1.1767 0.0 -0.3 0.5
H -0.0825 0.7781 -1.4922 0.1 0.5 0.4
H -0.8398 0.9761 1.1375 0.9 1.0 0.1
H -0.2551 -1.8882 0.7519 0.1 -0.2 0.5
H -1.2332 -1.0819 2.0375 0.4 -0.2 0.4
C 3.0942 -4.2106 3.0502 1.2 -0.8 0.2
C 4.3320 -4.9468 2.2840 -1.8 2.1 0.0
C 5.2963 -3.9495 1.6785 0.1 1.2 -1.2
O 6.5917 -4.4341 1.9492 0.5 -0.9 0.4
C 6.4960 -5.4020 2.8626 4.1 -1.8 2.5
O 7.5159 -5.8816 3.4694 -5.1 1.8 -2.7
O 5.1871 -5.7523 3.0443 1.1 -0.7 1.4
H 3.3903 -3.6771 3.9534 0.7 -0.2 0.0
H 2.3002 -4.8662 3.4079 0.2 -0.3 -0.4
H 2.6289 -3.3983 2.4918 0.2 -0.3 -0.7
H 3.9922 -5.5213 1.4222 -0.5 -0.4 0.4
H 5.3452 -2.9201 2.0333 -0.9 0.0 0.1
H 5.1307 -3.9739 0.6014 0.2 0.5 -0.1
C 3.6641 3.2910 3.1743 -0.1 0.9 0.9
C 2.1467 3.4505 3.1233 -0.1 -2.0 -2.0
C 1.2243 2.8025 4.1466 0.8 -0.9 0.7
O 0.3390 3.8287 4.6449 1.2 0.2 -1.7
C 0.7255 4.9974 4.0160 -0.3 1.8 2.2
O 0.2975 6.0797 4.4144 1.1 -2.7 -2.0
O 1.7195 4.7750 3.0894 -1.4 2.1 1.1
H 3.9628 3.9330 4.0030 0.6 -0.3 0.3
H 4.1882 3.6825 2.3024 -0.5 0.2 -0.2
H 4.0196 2.2652 3.2715 -0.5 0.0 0.3
H 1.8422 2.9865 2.1852 0.0 0.2 -0.4
H 1.8145 2.3701 4.9547 -0.3 0.1 0.3
H 0.7221 1.9812 3.6354 -0.6 0.2 0.4
```
Positions in Å, forces in eV/Å.

Here are the Mulliken charges for atoms 1 to 2, given in e: C -1.41; C 0.22



Record 4
# C5H8O2

C5H8O2 in the gas phase in a non-equilibrium geometry (wB97M-V/def2-TZVPD, the OMol25 dataset).

Output
SMILES = C[C@@]12C[C@]1(O)CO2
LUMO = 0.76 eV
Electronic energy = -345.6936 Eh
Spin multiplicity = 1
Energy relative to the best compared isomer or geometry (same formula, charge and spin) = 69.9 kcal per mole
HOMO-LUMO gap = 0.3731 hartree

Structure (XYZ):
```
15
Properties=species:S:1:pos:R:3:forces:R:3
C -1.0303 -1.1859 1.2043 0.0 -0.1 0.0
C -0.4202 -0.1307 0.3511 -0.2 -0.2 0.1
C -0.0155 1.2745 0.6232 0.1 0.1 -0.2
C 0.8083 0.3520 -0.3408 -0.1 0.1 0.0
O 2.1290 0.0858 -0.0485 0.1 0.0 -0.1
C 0.1379 0.0670 -1.6532 0.2 0.2 -0.1
O -1.1045 -0.1024 -0.9515 -0.2 0.1 0.1
H -2.0641 -0.8550 1.3677 0.1 -0.2 0.1
H -0.5550 -1.3331 2.1750 0.1 0.1 -0.2
H -1.0590 -2.1193 0.6381 0.0 0.0 0.2
H -0.8079 2.0235 0.5381 0.6 0.1 -0.9
H 0.7017 1.5205 1.4013 -0.4 -0.5 0.5
H 2.6598 0.4248 -0.7793 0.1 0.0 0.2
H 0.1468 0.8570 -2.4112 -0.3 0.0 0.1
H 0.4729 -0.8788 -2.1145 -0.1 0.2 0.3
```
Positions in Å, forces in eV/Å.

Here are the natural (NBO) charges for atoms 1 to 2, given in e: C -0.63; C 0.22



Record 5
# C4H9N3O

C4H9N3O in the gas phase in a non-equilibrium geometry (wB97M-V/def2-TZVPD, the OMol25 dataset).

Output
SMILES = C/C=C(/O)N=C(N)N
LUMO = 0.78 eV
Electronic energy = -397.3175 Eh
Spin multiplicity = 1
Energy relative to the best compared isomer or geometry (same formula, charge and spin) = 20.8 kcal per mole
HOMO-LUMO gap = 0.3017 hartree

Structure (XYZ):
```
17
Properties=species:S:1:pos:R:3:forces:R:3
C 0.9664 -1.7448 -0.2021 -0.4 0.2 -0.1
C 0.0591 -1.3648 0.9284 0.1 0.0 0.9
C -0.1487 -0.1222 1.4240 -0.8 -1.0 -0.4
O -0.7019 0.0312 2.6652 0.1 0.0 0.0
N 0.0818 1.0475 0.7557 1.1 -0.1 -0.8
C -0.1788 1.0902 -0.5181 -0.9 1.6 0.6
N 0.4868 2.0206 -1.2790 -0.1 -0.1 -0.2
N -1.2858 0.5412 -1.1363 0.6 -0.4 0.0
H 1.6825 -2.5004 0.1245 0.0 0.0 0.0
H 1.5270 -0.8845 -0.5646 0.0 0.0 -0.1
H 0.4045 -2.1772 -1.0362 0.1 0.0 -0.2
H -0.2920 -2.1899 1.5338 0.0 0.0 0.3
H -0.7631 0.9789 2.8395 0.0 -0.1 -0.1
H 1.1080 2.6195 -0.7593 0.0 -0.2 0.1
H -0.0472 2.5050 -1.9831 0.0 -0.1 0.0
H -1.6668 -0.2604 -0.6582 0.0 -0.1 0.2
H -1.2317 0.4101 -2.1341 0.1 0.0 0.0
```
Positions in Å, forces in eV/Å.

Here are the natural (NBO) charges for atoms 1 to 2, given in e: C -0.63; C -0.41